# 1
ORCA calculation (wB97M-V/def2-TZVPD) on 3 unconnected molecules or ions with the total composition C18H21FNO7P at a distorted geometry.

Structure (XYZ):
```
49
C18H21FNO7P (wB97M-V/def2-TZVPD)
O 3.089 1.481 -1.679
N 3.981 1.723 -2.369
O 3.616 1.570 -3.794
C 2.426 2.216 -4.047
C 2.306 3.537 -3.941
C 0.973 4.148 -4.167
O 0.822 5.221 -4.679
C -0.170 3.297 -3.711
C -1.307 3.859 -3.154
C -2.309 3.013 -2.701
C -2.187 1.630 -2.801
P -3.536 0.579 -2.172
O -3.329 -0.874 -2.322
C -1.047 1.074 -3.383
F -0.886 -0.231 -3.500
C -0.036 1.920 -3.834
C 1.234 1.395 -4.423
O 1.298 0.444 -5.142
H 3.136 4.168 -3.663
H -1.398 4.930 -3.074
H -3.185 3.441 -2.233
H -3.801 0.987 -0.849
H -4.649 0.980 -2.946
C 1.219 -0.377 2.130
C 1.357 -0.492 0.615
C 0.132 0.272 0.131
O -0.129 1.284 1.108
C 0.656 1.031 2.279
H 2.154 -0.519 2.670
H 0.506 -1.110 2.494
H 2.268 0.011 0.284
H 1.385 -1.519 0.253
H -0.745 -0.382 0.068
H 0.283 0.741 -0.844
H 1.458 1.777 2.321
H 0.030 1.146 3.165
C -1.462 -4.315 4.390
C -0.231 -4.847 5.117
C 0.897 -4.188 4.336
O 0.389 -2.937 3.863
C -1.031 -2.897 4.048
H -2.373 -4.347 4.985
H -1.632 -4.888 3.475
H -0.228 -4.496 6.151
H -0.160 -5.933 5.126
H 1.186 -4.792 3.469
H 1.785 -4.009 4.943
H -1.251 -2.206 4.869
H -1.502 -2.517 3.140
```

## Properties
Frontier orbital gap, eV: 8.07
HOMO level, eV: -9.44
Multiplicity: 1
SMILES: O=NOC1=CC(=O)c2ccc([PH2]=O)c(F)c2C1=O.C1CCOC1.C1CCOC1

=====

# 2
ORCA calculation (wB97M-V/def2-TZVPD) on a single C19H16FNO3 molecule at a distorted geometry.

Structure (XYZ):
```
40
C19H16FNO3 (wB97M-V/def2-TZVPD)
O 2.200 -0.212 2.542
C 1.205 0.387 2.131
C 0.218 0.956 3.135
F 0.364 2.329 3.176
N 1.013 0.495 0.741
C 1.973 0.001 -0.219
C 3.131 0.951 -0.482
C 3.287 1.998 -1.457
C 4.505 2.573 -1.307
O 5.166 2.003 -0.255
C 4.305 1.021 0.241
C -0.215 1.000 0.225
C -0.176 2.259 -0.369
C -1.312 2.845 -0.933
C -2.536 2.200 -0.879
C -2.531 0.907 -0.321
C -1.400 0.317 0.266
O -1.510 -0.852 0.959
C -1.901 -1.967 0.218
C -2.346 -3.077 0.937
C -2.677 -4.255 0.244
C -2.707 -4.291 -1.148
C -2.199 -3.264 -1.871
C -1.857 -2.022 -1.205
H 0.447 0.500 4.112
H -0.805 0.683 2.884
H 1.493 -0.146 -1.186
H 2.317 -0.986 0.088
H 2.609 2.284 -2.262
H 4.905 3.367 -1.937
H 4.507 0.396 1.061
H 0.772 2.765 -0.384
H -1.252 3.815 -1.368
H -3.434 2.587 -1.314
H -3.468 0.347 -0.374
H -2.450 -2.973 2.007
H -2.985 -5.159 0.776
H -3.095 -5.159 -1.708
H -2.073 -3.403 -2.915
H -1.486 -1.218 -1.847
```

## Properties
Energy above the lowest of the compared OMol25 structures with the same formula, charge and spin, kJ/mol: 235.0
Frontier orbital gap, eV: 9.41
HOMO level, eV: -8.75
Multiplicity: 1
SMILES: O=C(CF)N(Cc1ccoc1)c1ccccc1Oc1ccccc1

=====

# 3
ORCA calculation (wB97M-V/def2-TZVPD) on 2 unconnected molecules or ions with the total composition C6H16NO at a distorted geometry.

Structure (XYZ):
```
24
C6H16NO (wB97M-V/def2-TZVPD)
C -1.296 -0.322 -2.032
C -0.232 0.236 -1.092
C -0.787 1.327 -0.134
C -0.607 1.228 1.410
C 0.953 1.882 3.291
C 0.693 1.645 1.924
N 0.378 -0.961 -0.400
H -1.726 0.457 -2.669
H -0.836 -1.114 -2.619
H -2.153 -0.722 -1.476
H 0.556 0.639 -1.728
H -0.467 2.332 -0.398
H -1.858 1.321 -0.329
H -1.023 0.278 1.777
H -1.326 1.942 1.883
H 0.217 1.651 4.060
H 1.908 2.273 3.653
H 1.475 1.901 1.216
H 0.958 -0.730 0.403
H 0.956 -1.566 -0.988
H -0.344 -1.613 -0.068
H 1.992 -4.518 -1.482
H 0.995 -3.881 -2.481
O 1.571 -3.683 -1.723
```

## Properties
Energy above the lowest of the compared OMol25 structures with the same formula, charge and spin, kJ/mol: 110.3
Frontier orbital gap (spin up / spin down), eV: 8.94 / 5.48
HOMO level (spin up / spin down), eV: -17.88 / -17.88
Multiplicity: 2
Total charge: +2

=====

# 4
ORCA calculation (wB97M-V/def2-TZVPD) on a molecular structure, CH6N2O at a distorted geometry.

Structure (XYZ):
```
10
CH6N2O (wB97M-V/def2-TZVPD)
C -0.920 -0.335 -0.474
N 1.475 0.643 0.047
N 0.254 -0.654 0.321
O -1.550 0.801 0.126
H -0.756 -0.299 -1.562
H -1.523 -1.139 -0.360
H 0.838 1.399 -0.145
H 1.590 0.757 1.036
H 0.747 -1.485 0.029
H -1.032 0.989 0.912
```

## Properties
Energy above the lowest of the compared OMol25 structures with the same formula, charge and spin, kJ/mol: 305.4
Frontier orbital gap, eV: 10.68
HOMO level, eV: -9.67
Multiplicity: 1

=====

# 5
ORCA calculation (wB97M-V/def2-TZVPD) on a single C6H10O molecule.

Structure (XYZ):
```
17
C6H10O (wB97M-V/def2-TZVPD)
C -0.963 2.161 0.841
C -0.751 1.032 0.477
C -0.488 -0.375 0.105
C -1.560 -0.853 -0.876
O -0.532 -1.198 1.276
C 0.925 -0.560 -0.493
C 1.990 0.387 0.066
H -1.131 3.170 1.153
H -2.549 -0.789 -0.415
H -1.556 -0.239 -1.783
H -1.362 -1.895 -1.145
H -0.864 -0.678 2.013
H 1.173 -1.602 -0.266
H 0.880 -0.479 -1.585
H 2.977 -0.085 0.098
H 1.742 0.715 1.081
H 2.068 1.288 -0.549
```

## Properties
Energy above the lowest of the compared OMol25 structures with the same formula, charge and spin, kJ/mol: 151.0
Frontier orbital gap, eV: 11.09
HOMO level, eV: -10.11
Multiplicity: 1
SMILES: C#C[C@](C)(O)CC

=====

# 6
ORCA calculation (wB97M-V/def2-TZVPD) on 6 unconnected molecules or ions with the total composition C22H43F7NO25PS6 at a distorted geometry.

Structure (XYZ):
```
105
C22H43F7NO25PS6 (wB97M-V/def2-TZVPD)
C -4.879 3.222 4.735
C -5.000 4.014 3.442
O -3.748 4.509 2.993
C -2.995 3.585 2.231
C -3.371 3.655 0.754
O -2.318 3.056 0.016
C -2.700 2.145 -0.992
C -3.163 0.791 -0.473
O -2.108 -0.141 -0.281
C -1.294 0.175 0.824
P 0.501 -0.081 0.444
C 1.473 1.321 -0.154
C 1.283 -1.507 1.227
N 0.449 -0.863 -1.095
S 0.574 1.020 2.653
O 0.263 2.440 2.538
O -0.127 0.203 3.635
C 2.358 1.012 3.376
F 2.473 -0.031 4.192
F 3.221 0.819 2.343
C 2.809 2.262 4.167
F 3.802 1.908 5.005
F 1.792 2.710 4.903
C 3.374 3.437 3.315
F 2.719 3.607 2.167
F 3.301 4.579 4.019
F 4.668 3.217 3.017
H -4.531 2.198 4.577
H -4.169 3.726 5.395
H -5.845 3.164 5.242
H -5.638 4.889 3.578
H -5.461 3.394 2.659
H -1.939 3.843 2.333
H -3.121 2.562 2.612
H -4.318 3.142 0.545
H -3.488 4.709 0.475
H -3.477 2.575 -1.641
H -1.804 2.007 -1.606
H -3.838 0.326 -1.192
H -3.720 0.920 0.465
H -1.506 -0.474 1.682
H -1.430 1.213 1.146
H 2.521 1.042 -0.030
H 1.261 2.235 0.395
H 1.271 1.454 -1.215
H 2.298 -1.577 0.828
H 1.298 -1.464 2.314
H 0.727 -2.393 0.915
H 0.018 -1.780 -1.108
H 0.042 -0.309 -1.838
O 8.197 8.541 2.379
S 7.876 7.998 3.651
O 8.686 8.289 4.778
O 7.688 6.426 3.481
C 6.396 6.006 3.953
C 5.516 7.213 3.689
O 6.364 8.320 4.035
H 6.459 5.772 5.016
H 6.101 5.127 3.390
H 4.637 7.254 4.325
H 5.229 7.290 2.639
O -4.988 -1.701 0.041
S -4.885 -2.768 -0.888
O -3.932 -3.799 -0.697
O -4.743 -2.133 -2.345
C -5.777 -2.626 -3.218
C -6.941 -2.880 -2.280
O -6.309 -3.437 -1.115
H -5.432 -3.542 -3.698
H -5.979 -1.861 -3.962
H -7.661 -3.603 -2.651
H -7.446 -1.953 -2.001
O -10.130 -7.225 -1.087
S -9.899 -5.831 -0.988
O -9.153 -5.160 -1.995
O -9.297 -5.522 0.449
C -10.084 -4.539 1.142
C -11.486 -4.773 0.608
O -11.264 -5.035 -0.789
H -9.711 -3.543 0.898
H -9.987 -4.728 2.207
H -12.130 -3.902 0.680
H -11.962 -5.640 1.068
O 4.341 -1.301 -0.822
S 3.845 -2.051 -1.925
O 2.662 -2.817 -1.787
O 5.030 -2.953 -2.480
C 5.262 -2.697 -3.879
C 4.872 -1.239 -4.035
O 3.705 -1.114 -3.203
H 4.638 -3.360 -4.477
H 6.308 -2.898 -4.086
H 4.587 -0.975 -5.049
H 5.646 -0.563 -3.669
O 6.339 -4.771 -5.944
S 7.326 -5.365 -6.777
O 6.936 -6.142 -7.895
O 8.332 -6.168 -5.844
C 9.689 -5.746 -6.065
C 9.542 -4.282 -6.437
O 8.371 -4.269 -7.271
H 10.121 -6.335 -6.874
H 10.239 -5.905 -5.142
H 10.370 -3.897 -7.026
H 9.374 -3.652 -5.562
```

## Properties
Frontier orbital gap, eV: 8.60
HOMO level, eV: -8.49
Multiplicity: 1
SMILES: CCOCCOCCOCP(C)(C)(N)S(=O)(=O)C(F)(F)C(F)(F)C(F)(F)F.O=S1(=O)OCCO1.O=S1(=O)OCCO1.O=S1(=O)OCCO1.O=S1(=O)OCCO1.O=S1(=O)OCCO1

=====

# 7
ORCA calculation (wB97M-V/def2-TZVPD) on a molecular structure, C4H5NO at a distorted geometry.

Structure (XYZ):
```
11
C4H5NO (wB97M-V/def2-TZVPD)
C 2.028 0.431 1.304
C 1.751 1.555 0.630
C 0.541 -0.075 0.128
C -1.490 -1.026 -0.730
N 0.667 1.221 -0.183
O -0.345 -1.002 0.188
H 2.546 0.058 2.128
H 2.150 2.530 0.753
H -2.241 -0.274 -0.366
H -1.973 -2.023 -0.434
H -1.268 -0.876 -1.733
```

## Properties
Energy above the lowest of the compared OMol25 structures with the same formula, charge and spin, kJ/mol: 522.5
Frontier orbital gap (spin up / spin down), eV: 8.90 / 8.90
HOMO level (spin up / spin down), eV: -8.17 / -8.17
Multiplicity: 1

=====

# 8
ORCA calculation (wB97M-V/def2-TZVPD) on a single C2H3BrN2O2 molecule at a distorted geometry.

Structure (XYZ):
```
10
C2H3BrN2O2 (wB97M-V/def2-TZVPD)
Br -3.057 -0.339 0.116
C -1.187 -0.041 -0.103
C -0.282 -1.017 -0.064
N 1.052 -0.755 -0.371
O 1.419 0.608 -0.456
N 0.541 1.345 0.499
O -0.757 1.290 -0.071
H -0.611 -2.091 0.131
H 1.859 -1.200 0.019
H 1.021 2.200 0.299
```

## Properties
Energy above the lowest of the compared OMol25 structures with the same formula, charge and spin, kJ/mol: 176.4
Frontier orbital gap, eV: 9.15
HOMO level, eV: -8.34
Multiplicity: 1
SMILES: Brc1c[nH]o[nH]o1

=====

# 9
ORCA calculation (wB97M-V/def2-TZVPD) on a molecular structure, C68H68Cr2N13O7 at a distorted geometry.

Structure (XYZ):
```
158
C68H68Cr2N13O7 (wB97M-V/def2-TZVPD)
Cr 0.033 -0.468 3.065
Cr -0.290 -2.884 -0.100
C -2.484 0.925 5.027
O -1.654 -0.120 4.608
H -3.415 0.842 4.465
H -2.696 1.029 6.091
H -2.155 1.929 4.758
C 0.067 -0.269 0.393
O -0.467 0.407 1.236
O -0.511 -0.830 -0.534
O 0.806 -1.073 0.897
C -1.720 -2.840 2.608
O -0.768 -2.449 3.318
O -1.611 -3.179 1.449
O -2.780 -2.870 3.232
N 3.222 1.985 -1.397
C 4.289 2.697 -1.798
C 5.278 3.124 -0.911
C 5.169 2.793 0.426
C 4.063 2.054 0.846
C 3.098 1.734 -0.084
H 4.431 2.885 -2.852
H 6.088 3.756 -1.244
H 5.929 3.098 1.130
H 3.954 1.948 1.915
H 2.232 1.183 0.252
N -1.947 4.322 -2.992
C -3.169 3.908 -2.507
C -3.263 2.721 -1.755
C -2.156 1.980 -1.541
C -0.897 2.467 -1.938
C -0.850 3.628 -2.694
H -4.033 4.546 -2.625
H -4.226 2.349 -1.439
H -2.278 1.033 -1.036
H 0.020 1.908 -1.825
H 0.143 3.941 -2.984
N -1.717 -3.778 -1.540
C -2.320 -2.979 -2.493
C -3.312 -3.366 -3.421
C -3.681 -4.723 -3.349
C -3.162 -5.549 -2.287
C -2.232 -5.017 -1.420
H -1.960 -1.977 -2.670
H -3.646 -2.612 -4.117
H -4.340 -5.134 -4.100
H -3.445 -6.581 -2.141
H -1.868 -5.591 -0.580
N 1.170 8.089 -0.712
C 2.398 7.588 -0.893
C 2.705 6.197 -0.853
C 1.627 5.369 -0.558
C 0.390 5.846 -0.291
C 0.141 7.203 -0.421
H 3.126 8.341 -1.159
H 3.700 5.778 -0.896
H 1.793 4.303 -0.509
H -0.438 5.166 -0.159
H -0.860 7.607 -0.439
N -6.591 -1.468 1.840
C -5.295 -1.444 1.481
C -4.484 -0.273 1.531
C -4.983 0.863 2.142
C -6.332 0.806 2.594
C -7.078 -0.356 2.443
H -4.970 -2.389 1.073
H -3.452 -0.424 1.252
H -4.373 1.753 2.176
H -6.879 1.615 3.055
H -8.059 -0.248 2.883
N 2.138 -1.309 3.787
C 3.323 -1.176 3.154
C 4.510 -1.706 3.596
C 4.502 -2.412 4.765
C 3.283 -2.745 5.367
C 2.114 -2.125 4.879
H 3.274 -0.522 2.296
H 5.427 -1.442 3.091
H 5.426 -2.712 5.237
H 3.309 -3.459 6.177
H 1.130 -2.368 5.251
N 1.041 1.443 3.767
C 1.272 1.575 5.171
C 1.891 2.716 5.719
C 2.279 3.741 4.923
C 2.046 3.686 3.522
C 1.385 2.567 3.026
H 1.024 0.711 5.770
H 2.125 2.764 6.772
H 2.803 4.623 5.262
H 2.355 4.467 2.843
H 1.216 2.457 1.965
N -6.686 -2.059 -2.935
C -5.853 -1.412 -2.063
C -4.850 -0.539 -2.466
C -4.781 -0.136 -3.787
C -5.759 -0.649 -4.703
C -6.588 -1.715 -4.250
H -5.899 -1.708 -1.025
H -4.167 -0.077 -1.768
H -4.098 0.612 -4.162
H -5.889 -0.304 -5.718
H -7.293 -2.133 -4.953
N -0.958 -2.570 -6.345
C -1.974 -1.966 -6.967
C -2.491 -0.736 -6.712
C -1.892 0.015 -5.726
C -0.892 -0.634 -4.956
C -0.381 -1.843 -5.395
H -2.446 -2.540 -7.750
H -3.349 -0.338 -7.233
H -2.156 1.035 -5.489
H -0.356 -0.163 -4.145
H 0.437 -2.368 -4.923
N 0.934 -4.415 0.955
C 2.198 -4.168 1.260
C 3.070 -5.059 1.856
C 2.558 -6.275 2.278
C 1.276 -6.580 2.013
C 0.437 -5.633 1.394
H 2.546 -3.169 1.046
H 4.100 -4.776 2.016
H 3.329 -6.860 2.757
H 0.928 -7.548 2.343
H -0.592 -5.943 1.289
N 1.288 -3.030 -1.739
C 1.770 -4.213 -2.154
C 2.710 -4.409 -3.171
C 3.246 -3.262 -3.747
C 2.712 -2.016 -3.481
C 1.724 -1.939 -2.467
H 1.529 -5.072 -1.545
H 3.087 -5.409 -3.331
H 4.087 -3.379 -4.416
H 3.046 -1.188 -4.089
H 1.346 -0.950 -2.256
N 7.565 -0.847 0.126
C 7.478 -2.135 0.534
C 6.518 -2.965 -0.057
C 5.479 -2.349 -0.770
C 5.521 -1.002 -1.065
C 6.588 -0.287 -0.604
H 8.286 -2.470 1.167
H 6.535 -4.031 0.116
H 4.691 -3.021 -1.078
H 4.773 -0.518 -1.676
H 6.710 0.756 -0.858
N -3.053 6.284 1.408
C -3.206 4.987 1.100
C -2.415 3.990 1.666
C -1.491 4.332 2.663
C -1.424 5.674 3.038
C -2.090 6.631 2.312
H -3.888 4.708 0.312
H -2.648 2.957 1.454
H -1.100 3.517 3.255
H -0.799 6.025 3.846
H -1.935 7.681 2.512
```

## Properties
Frontier orbital gap (spin up / spin down), eV: 4.60 / 4.69
HOMO level (spin up / spin down), eV: -2.91 / -3.00
Multiplicity: 9
Total charge: -1

=====

# 10
ORCA calculation (wB97M-V/def2-TZVPD) on a molecular structure, C7H21O5V at a distorted geometry.

Structure (XYZ):
```
34
C7H21O5V (wB97M-V/def2-TZVPD)
V 0.049 -0.011 -0.078
C -2.876 -0.501 -1.081
O -2.172 -0.136 0.069
H -3.456 -1.420 -0.992
H -3.546 0.281 -1.436
H -2.108 -0.711 -1.825
C 0.651 1.707 2.581
O 1.191 0.790 1.693
H 1.333 1.994 3.381
H 0.271 2.609 2.101
H -0.262 1.290 3.005
C 2.522 -0.710 -2.069
O 1.128 -0.767 -1.880
H 2.959 0.197 -1.651
H 3.000 -1.472 -1.454
H 2.844 -0.839 -3.102
C -1.653 3.667 -0.262
C -1.014 2.938 -1.441
O 0.046 2.105 -1.045
H -0.907 4.202 0.326
H -2.136 2.977 0.429
H -2.348 4.443 -0.583
H -0.620 3.682 -2.133
H -1.815 2.426 -1.976
H 0.770 2.726 -1.161
C 0.894 -4.154 1.698
C 0.877 -3.270 0.472
O 0.691 -1.957 0.968
H 1.704 -3.977 2.406
H 0.798 -5.192 1.378
H -0.019 -3.962 2.260
H 0.050 -3.598 -0.157
H 1.789 -3.479 -0.088
H 1.365 -1.877 1.647
```

## Properties
Frontier orbital gap (spin up / spin down), eV: 5.74 / 7.35
HOMO level (spin up / spin down), eV: -2.53 / -4.15
Multiplicity: 4
Total charge: -1

=====

# 11
ORCA calculation (wB97M-V/def2-TZVPD) on a single C4H11N2S molecule at a distorted geometry.

Structure (XYZ):
```
18
C4H11N2S (wB97M-V/def2-TZVPD)
C 0.757 -1.361 -2.426
N 1.400 -0.874 -1.217
C 0.524 -0.451 -0.112
C -0.835 0.072 -0.532
S -1.919 0.349 0.875
C 1.335 0.629 0.669
N 0.701 1.308 1.780
H 1.541 -1.495 -3.172
H 0.098 -0.601 -2.858
H 0.122 -2.243 -2.284
H 1.953 -1.643 -0.864
H 0.431 -1.258 0.636
H -0.724 0.993 -1.107
H -1.317 -0.680 -1.166
H 2.298 0.237 0.987
H 1.684 1.260 -0.136
H 0.027 1.988 1.453
H 0.234 0.644 2.383
```

## Properties
Energy above the lowest of the compared OMol25 structures with the same formula, charge and spin, kJ/mol: 47.7
Frontier orbital gap (spin up / spin down), eV: 9.62 / 6.99
HOMO level (spin up / spin down), eV: -8.70 / -8.73
Multiplicity: 2